Computed, not measured: 8 unconnected molecules or ions with the total composition C60H57F5N9O19PS in a non-equilibrium geometry, with ωB97M-V/def2-TZVPD.

```
152
Properties=species:S:1:pos:R:3:forces:R:3:lowdin_charge:R:1
C 6.131 0.732 0.011 0.8 0.4 0.3 -0.124
O 6.056 1.486 1.231 -0.6 0.1 -1.2 -0.185
C 4.822 2.195 1.229 -0.6 0.4 1.8 -0.240
C 4.992 3.716 1.530 0.8 -0.7 -0.5 -0.170
C 5.229 4.575 0.255 -0.6 0.1 0.1 -0.155
C 4.510 5.984 0.306 -0.6 -1.3 -0.4 -0.107
C 3.006 5.664 0.312 0.0 0.4 -0.3 -0.135
C 2.418 5.251 -0.951 -0.2 0.2 1.3 -0.138
F 3.244 5.222 -2.001 -0.3 0.0 0.2 0.110
C 1.096 4.904 -1.034 0.1 0.1 -0.5 0.027
C 0.455 4.469 -2.349 -0.5 -0.5 -0.4 -0.369
F -0.651 5.251 -2.614 0.6 -0.2 0.0 0.086
F 1.271 4.601 -3.426 -0.1 0.1 0.6 0.117
C -0.071 2.978 -2.332 -0.7 1.2 1.2 -0.279
F 0.095 2.395 -3.537 0.2 -0.1 0.6 0.091
F 0.582 2.315 -1.324 0.1 -0.3 -0.9 0.063
C 0.262 4.942 0.145 0.1 0.0 -0.6 -0.128
N -1.032 4.535 0.007 0.2 0.1 1.2 0.203
C -1.723 4.571 1.127 -0.2 -0.1 -0.1 -0.243
C -3.168 4.083 1.075 0.2 0.8 0.7 -0.123
C -3.420 2.799 1.912 -0.4 -0.5 -1.0 -0.183
C -2.350 1.669 1.750 -1.4 0.7 1.2 -0.180
S -2.770 0.304 0.639 3.3 -2.7 -0.1 0.643
O -2.272 -0.890 1.284 -1.0 0.4 0.7 -0.312
O -2.060 0.448 -0.611 -1.5 1.5 -0.4 -0.307
O -4.356 0.099 0.459 0.7 1.1 0.0 -0.146
C -1.162 5.047 2.362 -0.6 -0.1 0.8 -0.052
N 0.075 5.458 2.547 -1.2 -0.8 -1.7 0.143
C 0.781 5.365 1.381 2.0 0.6 -0.1 -0.189
C 2.188 5.732 1.418 0.0 -0.7 0.6 -0.168
P 2.893 6.315 3.031 0.1 2.3 0.0 0.755
O 3.148 7.788 2.963 -0.1 -0.3 -0.1 -0.459
H 5.945 1.413 -0.839 0.0 -0.5 0.2 0.082
H 5.412 -0.109 0.020 0.3 0.4 0.0 0.087
H 7.162 0.359 -0.083 -0.5 0.0 0.1 0.087
H 4.203 2.008 0.331 0.5 0.2 0.2 0.119
H 4.233 1.799 2.089 0.2 0.1 -0.5 0.123
H 4.097 4.002 2.100 0.3 0.1 -0.4 0.061
H 5.866 3.801 2.204 -0.5 0.0 -0.1 0.121
H 6.301 4.675 0.016 -0.4 0.0 0.2 0.120
H 4.760 4.014 -0.580 0.4 0.4 0.2 0.101
H 4.794 6.585 1.183 0.0 -0.1 -0.5 0.098
H 4.701 6.508 -0.648 0.2 0.0 0.7 0.123
H -1.133 3.014 -2.037 0.4 -0.3 -0.5 0.151
H -3.459 4.018 0.015 0.2 -0.3 0.4 0.124
H -3.793 4.887 1.518 0.2 -0.4 -0.3 0.125
H -4.382 2.380 1.551 0.4 0.3 0.3 0.105
H -3.598 3.008 2.982 0.5 0.1 -0.5 0.115
H -2.232 1.205 2.746 0.0 -0.1 -0.7 0.104
H -1.347 2.011 1.449 -0.5 -0.2 -0.3 0.113
H -4.447 -0.482 -0.321 -0.1 0.2 0.1 0.109
H -1.823 5.051 3.246 0.3 0.1 -0.4 0.129
H 2.023 6.045 4.110 0.2 -0.7 -0.4 0.007
H 4.136 5.703 3.318 -0.5 -0.7 -0.2 0.019
O -1.047 -5.691 -2.447 0.2 0.0 0.0 0.066
N -0.163 -5.237 -3.150 0.0 0.1 0.4 -0.361
O 0.661 -5.910 -3.741 0.1 0.0 -0.1 0.083
C -0.082 -3.779 -3.291 -0.3 0.2 0.0 -0.150
C -0.982 -2.980 -2.605 -0.1 0.1 0.2 0.017
C -0.889 -1.601 -2.720 -0.1 0.0 -0.1 -0.038
C 0.096 -1.038 -3.522 0.1 -0.1 0.0 -0.030
C 0.986 -1.851 -4.214 -0.3 0.1 0.0 -0.055
C 0.899 -3.229 -4.100 -1.4 0.5 -1.4 -0.084
H -1.750 -3.413 -1.979 0.1 -0.1 -0.1 0.119
H -1.582 -0.966 -2.182 0.2 -0.1 -0.1 0.076
H 0.172 0.037 -3.606 0.0 0.0 0.0 0.095
H 1.750 -1.408 -4.840 0.0 0.0 0.0 0.125
H 1.597 -3.856 -4.639 -1.3 0.4 -1.0 0.115
O 0.919 4.016 5.318 -0.1 -0.2 0.0 0.054
N -0.004 3.234 5.423 0.1 0.0 0.0 -0.337
O -0.146 2.239 4.732 0.0 0.1 -0.1 0.057
C -1.024 3.505 6.447 -0.3 0.1 0.3 -0.142
C -0.921 4.646 7.228 0.1 0.3 -0.1 0.004
C -1.900 4.905 8.175 -0.1 -0.2 0.0 -0.053
C -2.963 4.027 8.336 0.0 0.0 0.0 -0.069
C -3.050 2.882 7.554 0.0 0.1 0.0 -0.070
C -2.077 2.617 6.604 -0.1 -0.2 -0.1 -0.012
H -0.096 5.336 7.110 0.0 -0.2 -0.1 0.086
H -1.835 5.796 8.787 0.0 0.0 0.0 0.112
H -3.729 4.236 9.074 0.0 0.0 0.0 0.108
H -3.878 2.198 7.685 0.0 0.0 0.0 0.108
H -2.152 1.725 5.997 0.2 0.1 0.0 0.113
O -3.239 -4.933 -10.248 0.0 0.0 0.1 0.073
N -3.920 -4.582 -9.302 -0.1 0.0 -0.2 -0.352
O -5.011 -4.055 -9.397 0.1 -0.1 0.0 0.077
C -3.384 -4.809 -7.953 0.2 -0.1 0.4 -0.140
C -2.127 -5.376 -7.808 0.2 -0.1 -0.1 -0.002
C -1.615 -5.567 -6.534 -0.1 0.1 0.0 -0.054
C -2.362 -5.196 -5.422 0.0 0.0 -0.1 -0.055
C -3.624 -4.638 -5.581 0.3 0.0 0.0 -0.053
C -4.139 -4.442 -6.852 -0.2 0.2 0.0 -0.007
H -1.542 -5.666 -8.669 -0.2 0.1 -0.1 0.118
H -0.633 -6.003 -6.405 0.0 0.0 0.0 0.106
H -1.961 -5.341 -4.429 -0.3 -0.1 -0.2 0.072
H -4.204 -4.353 -4.714 -0.1 0.0 -0.1 0.106
H -5.120 -4.004 -6.963 0.1 0.0 -0.2 0.091
O -1.006 -6.644 6.208 0.0 0.1 0.0 0.073
N -1.074 -5.439 6.060 0.0 -0.1 0.2 -0.355
O -1.013 -4.630 6.967 0.0 0.0 -0.1 0.072
C -1.245 -4.925 4.695 -0.1 0.1 -0.4 -0.151
C -1.355 -5.818 3.642 0.0 -0.3 -0.1 -0.007
C -1.539 -5.330 2.358 0.0 0.2 0.1 -0.063
C -1.608 -3.960 2.137 0.0 0.0 -0.1 -0.064
C -1.487 -3.074 3.199 0.1 -0.2 0.1 -0.062
C -1.304 -3.556 4.487 0.0 0.2 0.1 0.001
H -1.302 -6.885 3.808 0.0 0.1 0.2 0.118
H -1.633 -6.018 1.527 0.0 0.0 0.0 0.107
H -1.758 -3.580 1.134 0.0 0.0 0.1 0.096
H -1.538 -2.011 3.022 0.0 -0.1 0.0 0.078
H -1.213 -2.862 5.310 0.0 -0.2 0.1 0.117
O -6.562 -5.460 -5.218 -0.1 0.1 -0.2 0.070
N -7.215 -5.312 -6.237 0.0 0.0 0.2 -0.338
O -7.353 -4.254 -6.819 0.0 -0.1 0.1 0.075
C -7.881 -6.493 -6.796 -0.2 -0.3 -0.2 -0.142
C -7.775 -7.708 -6.140 0.1 -0.1 0.2 -0.002
C -8.425 -8.816 -6.659 -0.1 0.1 -0.1 -0.065
C -9.168 -8.701 -7.827 0.0 0.0 0.0 -0.070
C -9.259 -7.479 -8.481 0.0 -0.1 0.1 -0.063
C -8.613 -6.367 -7.965 -0.1 0.2 -0.2 0.002
H -7.198 -7.803 -5.231 0.0 0.2 0.0 0.120
H -8.355 -9.769 -6.153 0.0 0.0 0.0 0.109
H -9.680 -9.567 -8.228 0.0 0.0 0.0 0.108
H -9.836 -7.394 -9.393 0.0 0.0 0.0 0.109
H -8.689 -5.418 -8.478 0.1 0.0 0.1 0.123
O 2.238 4.439 8.554 0.0 0.1 -0.1 0.085
N 2.621 5.302 7.787 -0.1 -0.1 0.0 -0.328
O 1.881 6.038 7.161 0.3 0.2 0.1 0.045
C 4.068 5.460 7.602 0.4 0.0 -0.1 -0.141
C 4.934 4.612 8.273 0.0 -0.2 0.2 -0.001
C 6.300 4.749 8.079 0.0 0.1 -0.1 -0.063
C 6.786 5.728 7.223 0.0 0.0 0.0 -0.068
C 5.909 6.578 6.562 0.1 -0.1 0.1 -0.061
C 4.542 6.445 6.751 -0.2 0.3 -0.2 -0.007
H 4.562 3.848 8.941 -0.1 0.1 -0.1 0.120
H 6.986 4.089 8.593 -0.1 0.0 0.0 0.109
H 7.854 5.829 7.068 0.0 0.0 0.0 0.108
H 6.290 7.343 5.898 -0.1 0.0 0.0 0.112
H 3.867 7.111 6.229 -0.1 -0.1 0.1 0.116
O 4.769 -0.256 -2.308 0.0 -0.1 -0.3 0.060
N 5.581 -1.150 -2.454 0.0 0.0 -0.1 -0.338
O 6.784 -1.015 -2.347 -0.1 0.0 0.0 0.080
C 5.066 -2.484 -2.786 -0.2 -0.4 -0.1 -0.132
C 3.701 -2.662 -2.950 -0.1 0.0 0.0 0.020
C 3.219 -3.918 -3.286 1.2 -0.5 0.9 -0.072
C 4.099 -4.979 -3.451 0.1 0.0 0.0 -0.039
C 5.464 -4.790 -3.274 -0.1 0.0 -0.1 -0.059
C 5.953 -3.536 -2.941 0.3 -0.1 0.0 -0.001
H 3.010 -1.840 -2.823 0.2 0.1 0.1 0.109
H 2.155 -4.069 -3.423 2.0 -0.6 1.4 0.025
H 3.720 -5.958 -3.719 0.0 0.0 0.0 0.112
H 6.147 -5.619 -3.401 0.0 0.0 0.0 0.109
H 7.016 -3.394 -2.807 -0.1 0.2 0.0 0.120
```
Positions in Å, forces in eV/Å.

The total energy is -149147.9441 eV. The gap between HOMO and LUMO comes out at 8.334 eV. For the HOMO energy, the calculation gives -0.344 Ha. The calculation puts the molar mass at 1366.19 u. The structure (SMILES) is COCCCCc1c(F)c(C(F)(F)C(F)F)c2nc(CCCS(=O)(=O)O)cnc2c1[PH2]=O.O=[N+]([O-])c1ccccc1.O=[N+]([O-])c1ccccc1.O=[N+]([O-])c1ccccc1.O=[N+]([O-])c1ccccc1.O=[N+]([O-])c1ccccc1.O=[N+]([O-])c1ccccc1.O=[N+]([O-])c1ccccc1. The total charge is 0. The spin multiplicity is 1. The LUMO energy is -1.036 eV.

=====

Computed, not measured: a molecular structure, C29H25Br2N6O3PSn, with ωB97M-V/def2-TZVPD.

```
67
Properties=species:S:1:pos:R:3:forces:R:3:nbo_charge:R:1
Sn 1.179 -0.514 0.859 -0.1 -0.4 0.4 1.499
N 2.216 -1.065 4.223 0.1 0.0 -0.2 -0.563
C 1.271 -0.057 4.163 0.0 -0.2 0.0 0.409
C 1.107 0.760 5.287 0.0 0.0 0.1 -0.263
C 0.115 1.707 5.279 0.0 0.1 0.0 -0.096
C -0.720 1.826 4.162 0.0 0.0 0.1 -0.268
C -0.466 1.015 3.093 0.0 -0.1 0.0 0.074
N 0.527 0.096 3.069 0.2 0.3 -0.1 -0.637
C 2.362 -2.216 3.456 0.0 0.2 0.1 0.416
C 3.101 -3.270 4.004 0.0 0.0 0.0 -0.261
C 3.290 -4.409 3.262 0.0 -0.1 0.0 -0.103
C 2.739 -4.497 1.983 0.0 0.0 0.0 -0.258
C 2.028 -3.423 1.524 -0.1 0.0 0.1 0.054
N 1.833 -2.294 2.241 0.0 -0.2 -0.2 -0.624
H 2.749 -1.076 5.077 0.0 0.0 0.0 0.417
H 1.743 0.626 6.153 0.0 0.0 0.0 0.238
H -0.027 2.345 6.141 0.0 0.0 0.0 0.247
H -1.530 2.539 4.134 0.0 0.0 0.0 0.245
H -1.063 1.074 2.191 0.0 0.0 0.0 0.210
H 3.506 -3.183 5.004 0.0 0.0 0.0 0.237
H 3.858 -5.233 3.674 0.0 0.0 0.0 0.248
H 2.870 -5.374 1.366 0.0 0.0 0.0 0.251
H 1.586 -3.435 0.532 0.0 0.0 0.0 0.211
Br -1.815 -2.264 1.704 -0.1 0.0 0.1 0.076
C -1.726 -3.521 0.248 0.1 0.1 -0.1 -0.522
Br -0.956 -2.738 -1.337 0.0 0.0 -0.1 0.069
H -2.730 -3.848 0.019 0.0 0.0 0.0 0.247
H -1.093 -4.340 0.555 0.0 -0.1 0.0 0.235
O 0.217 2.449 0.443 -0.2 0.0 0.0 -0.493
C -0.517 2.332 -0.473 0.1 0.2 -0.1 0.822
O -1.243 1.175 -0.774 -0.2 0.1 0.0 -0.735
C -0.974 3.239 -1.611 0.1 0.0 -0.1 -0.851
P -1.909 1.786 -2.164 0.3 -0.1 0.4 1.869
C -3.646 1.838 -1.986 -0.2 0.0 0.0 -0.429
C -4.452 2.061 -3.110 0.0 0.1 0.1 -0.173
C -5.823 2.158 -2.949 0.0 0.0 0.0 -0.196
C -6.381 2.031 -1.683 0.0 0.0 0.0 -0.136
C -5.579 1.813 -0.568 0.0 0.0 0.0 -0.185
C -4.205 1.718 -0.710 -0.1 0.0 -0.1 -0.186
C -1.328 0.937 -3.567 0.0 0.0 -0.2 -0.447
C -2.149 -0.013 -4.192 0.1 -0.1 0.0 -0.158
C -1.635 -0.762 -5.235 0.0 0.0 0.0 -0.210
C -0.322 -0.566 -5.646 0.0 0.0 0.0 -0.125
C 0.492 0.374 -5.023 0.0 0.0 0.0 -0.190
C -0.003 1.131 -3.980 -0.1 0.0 -0.1 -0.155
H -0.173 3.611 -2.246 0.0 0.0 0.0 0.303
H -1.594 4.069 -1.278 0.0 0.0 0.0 0.305
H -4.015 2.172 -4.095 0.0 0.0 0.0 0.236
H -6.455 2.332 -3.809 0.0 0.0 0.0 0.247
H -7.454 2.105 -1.563 0.0 0.0 0.0 0.245
H -6.027 1.715 0.412 0.0 0.0 0.0 0.241
H -3.580 1.534 0.155 0.0 0.0 0.0 0.230
H -3.167 -0.172 -3.861 0.0 0.0 0.0 0.235
H -2.258 -1.497 -5.727 0.0 0.0 0.0 0.244
H 0.073 -1.154 -6.465 0.0 0.0 0.0 0.243
H 1.511 0.517 -5.355 0.0 0.0 0.0 0.245
H 0.639 1.852 -3.493 0.0 0.0 0.0 0.235
N 5.530 -0.136 1.076 0.1 0.0 0.1 -0.764
C 4.342 0.062 0.504 0.1 0.2 -0.3 0.685
O 3.299 -0.348 1.149 0.0 0.2 0.1 -0.902
C 4.266 0.686 -0.766 -0.2 -0.1 0.1 -0.533
C 2.961 0.809 -1.255 0.2 -0.2 0.3 0.411
N 1.813 0.750 -1.415 0.0 0.4 -0.6 -0.542
C 5.427 1.117 -1.457 -0.1 0.1 0.0 0.267
N 6.409 1.468 -1.948 -0.1 -0.1 0.0 -0.290
H 6.380 0.166 0.627 0.0 0.0 0.0 0.431
H 5.577 -0.588 1.972 0.0 0.0 0.0 0.414
```
Positions in Å, forces in eV/Å.

The value obtained for the energy above the lowest of the compared OMol25 structures with the same formula, charge and spin is 0.1279 eV. The total energy is -200755.2279 eV. The gap between HOMO and LUMO comes out at 7.292 eV. For the HOMO energy, the calculation gives -0.474 Ha. The calculation puts the molar mass at 815.05 u. The total charge is +2. The spin multiplicity is 1. The LUMO energy is -5.597 eV.

=====

Question: Which formula does entry 2 have?
Answer: C29H25Br2N6O3PSn

=====

Question: Look up the LUMO energy of the second one.
Answer: -5.597 eV